(1)
Formula: C17H20N2O5S
Source: the OMol25 dataset
Level of theory: wB97M-V/def2-TZVPD

Structure (XYZ):
```
45
C17H20N2O5S wB97M-V/def2-TZVPD
C 2.907 3.353 -0.502
H 2.714 3.662 0.531
H 3.975 3.415 -0.704
H 2.370 4.015 -1.188
O 2.563 2.002 -0.713
C 1.260 1.645 -0.657
C 0.937 0.347 -1.054
C -0.362 -0.108 -1.011
C -1.392 0.715 -0.559
C -1.079 2.011 -0.159
C 0.225 2.468 -0.212
H 0.428 3.480 0.098
H -1.864 2.661 0.190
N -2.687 0.201 -0.543
C -3.840 0.806 -0.127
O -3.917 1.925 0.341
C -5.022 -0.052 -0.298
C -6.336 0.208 -0.005
C -7.058 -0.949 -0.368
C -6.136 -1.828 -0.853
O -4.905 -1.301 -0.817
H -6.231 -2.823 -1.241
H -8.113 -1.106 -0.281
H -6.717 1.116 0.414
H -2.779 -0.737 -0.911
H -0.553 -1.111 -1.362
S 2.179 -0.794 -1.698
O 3.139 -0.068 -2.470
O 1.446 -1.853 -2.334
N 2.972 -1.479 -0.422
C 3.921 -0.693 0.319
C 3.330 -0.095 1.613
C 2.039 -0.817 2.006
C 2.202 -2.315 1.774
C 2.359 -2.588 0.272
H 1.392 -2.755 -0.204
H 2.968 -3.487 0.113
H 1.341 -2.863 2.158
H 3.087 -2.661 2.311
H 1.206 -0.449 1.403
H 1.807 -0.616 3.054
H 3.128 0.967 1.483
H 4.062 -0.198 2.416
H 4.258 0.089 -0.361
H 4.774 -1.338 0.557
```

Charge: 0
E_HOMO, eV: -8.2692
SMILES: COc1ccc(NC(=O)c2ccco2)cc1S(=O)(=O)N1CCCCC1
Relative energy (zero: lowest compared OMol25 entry of this formula, charge and spin), kJ/mol: 193.0
Gap between HOMO and LUMO, eV: 8.7


(2)
Formula: C17H20N2O5S
Source: the OMol25 dataset
Level of theory: wB97M-V/def2-TZVPD

Structure (XYZ):
```
45
C17H20N2O5S wB97M-V/def2-TZVPD
C 2.417 -1.922 -5.259
H 2.566 -2.536 -6.154
O 1.113 -1.390 -5.223
C 0.081 -2.344 -5.303
C -0.178 -3.040 -3.960
N -0.460 -2.044 -2.954
C -1.525 -2.096 -2.152
O -2.325 -3.027 -2.139
C -1.658 -0.943 -1.237
C -2.606 -0.596 -0.295
C -2.088 0.626 0.252
N -0.962 0.939 -0.333
O -0.686 -0.012 -1.251
C -2.644 1.418 1.365
H -2.256 2.434 1.378
H -3.733 1.403 1.333
S -2.237 0.606 2.961
C -0.619 1.210 3.375
C -0.208 1.000 4.686
C 1.040 1.431 5.087
C 1.899 2.077 4.207
C 1.484 2.281 2.889
C 0.230 1.844 2.483
H -0.060 1.991 1.454
C 2.380 2.966 1.902
H 3.325 2.431 1.807
H 1.908 3.015 0.924
H 2.606 3.980 2.231
C 3.248 2.542 4.666
H 3.350 3.618 4.532
H 3.397 2.308 5.717
H 4.037 2.060 4.089
H 1.352 1.266 6.108
H -0.870 0.503 5.377
C -3.920 -1.205 0.081
O -4.687 -0.607 0.791
O -4.202 -2.395 -0.408
H -3.529 -2.761 -1.045
H 0.135 -1.226 -2.959
H -1.040 -3.706 -4.031
H 0.697 -3.626 -3.660
H 0.301 -3.098 -6.070
H -0.809 -1.784 -5.600
H 3.091 -1.068 -5.291
H 2.643 -2.524 -4.373
```

Charge: 0
E_HOMO, eV: -7.9086
SMILES: COCCNC(=O)c1onc(CSc2ccc(C)c(C)c2)c1C(=O)O
Relative energy (zero: lowest compared OMol25 entry of this formula, charge and spin), kJ/mol: 138.8
Gap between HOMO and LUMO, eV: 7.5


(3)
Formula: C17H20N2O5S2
Source: the OMol25 dataset
Level of theory: wB97M-V/def2-TZVPD

Structure (XYZ):
```
46
C17H20N2O5S2 wB97M-V/def2-TZVPD
C -5.785 -1.431 1.845
C -5.317 -2.444 0.812
H -6.044 -2.517 -0.004
H -5.162 -3.427 1.263
O -4.045 -2.082 0.266
C -4.040 -1.198 -0.731
O -5.027 -0.709 -1.212
C -2.622 -0.899 -1.186
C -2.369 0.570 -1.096
C -2.817 1.513 -1.964
S -2.299 3.082 -1.477
C -1.503 2.328 -0.107
N -1.655 1.053 -0.044
N -0.797 3.113 0.767
C 0.307 2.785 1.514
O 0.971 3.662 2.017
C 0.628 1.314 1.697
C 1.924 0.995 0.972
H 2.287 -0.003 1.200
H 2.687 1.743 1.170
S 1.605 1.020 -0.827
O 0.853 -0.152 -1.183
O 1.041 2.293 -1.192
C 3.271 0.912 -1.596
C 4.032 -0.184 -0.944
C 3.650 -1.507 -1.147
C 4.319 -2.533 -0.505
C 5.380 -2.252 0.342
C 5.766 -0.939 0.547
C 5.093 0.090 -0.088
H 5.399 1.114 0.074
H 6.593 -0.714 1.204
H 5.904 -3.055 0.838
H 4.014 -3.556 -0.667
H 2.815 -1.719 -1.796
H 3.722 1.891 -1.462
H 3.078 0.726 -2.650
H -0.176 0.691 1.309
H 0.758 1.138 2.768
H -0.887 4.112 0.610
H -3.417 1.379 -2.840
H -1.907 -1.428 -0.561
H -2.523 -1.224 -2.223
H -5.043 -1.326 2.633
H -6.724 -1.761 2.281
H -5.936 -0.463 1.372
```

Charge: 0
E_HOMO, eV: -8.2898
SMILES: CCOC(=O)Cc1csc(NC(=O)CCS(=O)(=O)Cc2ccccc2)n1
Relative energy (zero: lowest compared OMol25 entry of this formula, charge and spin), kJ/mol: 0.0
Gap between HOMO and LUMO, eV: 8.9


(4)
Formula: C17H20N3
Source: the OMol25 dataset
Level of theory: wB97M-V/def2-TZVPD

Structure (XYZ):
```
40
C17H20N3 wB97M-V/def2-TZVPD
C -4.575 -0.979 1.101
C -3.899 -2.173 1.241
C -2.566 -2.171 1.598
C -1.897 -0.980 1.825
C -0.448 -0.986 2.207
N 0.411 -1.011 1.116
C 1.687 -1.139 1.263
N 2.632 -1.137 0.226
C 3.994 -0.988 0.748
C 3.823 -1.043 2.279
N 2.379 -1.211 2.481
C -2.583 0.213 1.666
C -3.916 0.216 1.309
H -5.619 -0.979 0.834
H -4.412 -3.108 1.075
H -2.032 -3.099 1.700
H -0.223 -0.103 2.811
H -0.242 -1.853 2.843
H 2.422 -0.676 -0.661
H 4.615 -1.808 0.374
H 4.426 -0.039 0.414
H 4.348 -1.894 2.724
H 4.169 -0.124 2.766
H 1.993 -0.791 3.328
H -2.067 1.143 1.827
H -4.445 1.150 1.196
C -0.742 1.643 -1.566
C -0.696 0.557 -2.418
C -0.024 0.427 -3.620
C 0.784 1.349 -4.258
C 1.115 2.629 -3.852
C 0.710 3.307 -2.717
C -0.121 2.871 -1.701
H -1.346 1.512 -0.682
H -1.268 -0.306 -2.108
H -0.150 -0.519 -4.128
H 1.208 1.031 -5.200
H 1.774 3.171 -4.514
H 1.089 4.313 -2.618
H -0.310 3.582 -0.910
```

Charge: +1
E_HOMO, eV: -10.7599
Relative energy (zero: lowest compared OMol25 entry of this formula, charge and spin), kJ/mol: 247.5
Gap between HOMO and LUMO, eV: 5.5


(5)
Formula: C17H20N4O
Source: the OMol25 dataset
Level of theory: wB97M-V/def2-TZVPD

Structure (XYZ):
```
42
C17H20N4O wB97M-V/def2-TZVPD
C -4.636 1.621 2.700
O -3.989 0.445 3.241
C -2.656 0.275 3.031
C -2.101 -0.938 3.511
C -0.772 -1.215 3.301
C 0.095 -0.269 2.696
C 1.505 -0.573 2.549
C 2.479 0.376 2.750
C 3.869 0.096 2.615
N 5.007 -0.148 2.478
C 2.182 1.701 3.206
N 1.951 2.788 3.584
C -0.474 0.937 2.222
C -1.822 1.216 2.375
H -5.683 1.486 2.977
H -4.235 2.541 3.155
H -4.533 1.667 1.603
H -2.764 -1.630 4.025
H -0.352 -2.163 3.637
H 1.791 -1.609 2.378
H 0.155 1.659 1.702
H -2.241 2.153 2.000
C 2.949 -4.909 1.165
N 1.942 -4.637 0.193
C 1.165 -5.691 -0.402
C 0.354 -4.969 -1.474
N 0.897 -3.639 -1.456
C 0.435 -2.616 -2.333
C 1.777 -3.429 -0.431
C 2.317 -2.208 -0.051
H 3.204 -3.992 1.701
H 2.583 -5.654 1.881
H 3.872 -5.306 0.711
H 1.807 -6.468 -0.844
H 0.513 -6.175 0.338
H 0.466 -5.437 -2.462
H -0.718 -4.969 -1.223
H 1.234 -1.889 -2.499
H 0.150 -3.059 -3.294
H -0.438 -2.077 -1.934
H 2.053 -1.334 -0.629
H 3.078 -2.189 0.715
```

Charge: 0
E_HOMO, eV: -7.3672
SMILES: COc1ccc(C=C(C#N)C#N)cc1.C=C1N(C)CCN1C
Relative energy (zero: lowest compared OMol25 entry of this formula, charge and spin), kJ/mol: 419.2
Gap between HOMO and LUMO, eV: 6.8


(6)
Formula: C17H20N4O4
Source: the OMol25 dataset
Level of theory: wB97M-V/def2-TZVPD

Structure (XYZ):
```
45
C17H20N4O4 wB97M-V/def2-TZVPD
O -0.884 -0.286 0.267
O -0.509 4.940 -0.323
O 2.948 0.895 4.881
O 1.423 -1.186 1.003
C -0.707 0.925 0.157
C -0.391 3.743 -0.252
C 2.419 0.733 3.808
C 0.482 3.047 0.702
C 0.323 1.691 0.975
C -1.403 1.600 -1.007
C -2.836 2.198 -2.713
C -1.294 3.027 -1.186
C 1.109 1.084 2.062
C 1.505 -0.266 2.081
C -2.366 1.121 -1.987
N -2.244 3.385 -2.122
N 1.590 1.700 3.186
N -1.815 -2.519 -2.594
N 2.318 -0.405 3.198
C 0.910 2.798 3.877
C 4.760 -0.888 1.288
C -2.787 -0.317 -2.231
C -1.672 -1.121 -3.017
C 3.276 -1.452 3.331
C 4.667 -1.109 2.765
H 0.489 -1.239 0.721
H 1.018 3.674 1.316
H -3.506 2.162 -3.558
H -2.471 4.302 -2.362
H -2.829 -2.702 -2.501
H -1.343 -3.168 -3.265
H 1.253 3.759 3.556
H -0.213 2.724 3.662
H 1.004 2.639 4.942
H 4.265 -1.697 0.644
H 4.292 0.098 0.955
H 5.818 -0.774 0.916
H -3.722 -0.341 -2.821
H -3.042 -0.954 -1.389
H -1.813 -1.051 -4.059
H -0.653 -0.829 -2.661
H 2.981 -2.275 2.764
H 3.192 -1.708 4.399
H 5.052 -0.181 3.258
H 5.220 -1.966 3.148
```

Charge: 0
E_HOMO, eV: -7.5290
SMILES: CCCn1c(O)c(C2=CC(=O)c3[nH]cc(CCN)c3C2=O)n(C)c1=O
Relative energy (zero: lowest compared OMol25 entry of this formula, charge and spin), kJ/mol: 461.8
Gap between HOMO and LUMO, eV: 6.1